Entry 1:
The following is a DFT calculation (the ωB97M-V functional and the def2-TZVPD basis) of a structure of composition C35H52AsOP3SeW.

The geometry in XYZ format:
```
94
Properties=species:S:1:pos:R:3:forces:R:3
W 0.946097 -0.686368 -2.160991 -0.05 -0.26 3.10
P -0.430929 -2.425084 -1.071051 -1.38 -1.96 0.78
P 2.292438 -0.801884 -0.017089 1.49 -0.13 2.48
P 2.456930 -1.884757 -3.436864 2.79 -2.18 -1.36
H -1.272998 2.578253 -6.220790 -0.12 -0.45 -0.45
C -1.560780 1.765439 -6.912427 -0.64 -0.26 -0.18
C -2.293498 0.720910 -6.485621 -0.12 0.41 -0.63
H -2.624400 0.667491 -5.443757 0.06 -0.05 -0.19
C -1.810602 -2.057673 0.066972 -0.04 0.64 -0.03
C 0.364136 -3.787646 -0.115762 0.65 0.36 -0.23
C -1.221806 -3.353146 -2.426762 0.19 0.29 -0.33
C 3.553856 0.522629 0.004074 -0.01 0.23 -0.46
C 1.608192 -0.613597 1.691305 -0.56 0.20 -0.05
C 3.373043 -2.244447 0.396755 0.05 -0.40 -0.69
C 1.869998 -2.050559 -5.126741 -0.51 0.19 -0.54
C 2.879334 -3.592493 -2.976432 -0.18 -0.20 0.40
C 4.055015 -1.011548 -3.451398 0.16 0.34 -0.04
H -1.340697 1.909167 -7.984658 -0.01 -0.10 0.72
H -2.715864 -0.045285 -7.165743 0.46 0.59 0.45
H -2.359876 -1.162677 -0.243687 -0.11 -0.19 0.12
H -1.447206 -1.868884 1.087088 -0.03 0.08 -0.32
H -2.491356 -2.925161 0.054961 0.33 0.23 -0.09
H 0.643332 -3.446982 0.889813 -0.15 -0.09 -0.27
H 1.257343 -4.148863 -0.637527 -0.21 -0.11 0.18
H -0.361782 -4.610557 -0.026258 0.09 0.34 -0.12
H -1.718564 -2.664881 -3.118383 -0.12 -0.20 0.05
H -1.955329 -4.046111 -1.990685 0.18 0.17 -0.17
H -0.464310 -3.918063 -2.980929 -0.18 -0.01 0.06
H 4.173191 0.389139 0.905858 -0.29 0.03 -0.29
H 3.077588 1.511186 0.039426 0.20 -0.22 0.09
H 4.201206 0.452252 -0.879133 -0.06 0.14 0.24
H 2.419499 -0.759204 2.424052 -0.04 -0.05 -0.53
H 0.818912 -1.340099 1.922403 0.12 0.26 -0.11
H 1.185896 0.386358 1.852126 0.01 -0.39 -0.10
H 3.991407 -1.957014 1.262214 -0.28 0.09 -0.35
H 4.046641 -2.501742 -0.427230 -0.04 -0.03 0.23
H 2.790066 -3.126894 0.688919 0.20 0.29 -0.16
H 2.692049 -2.393754 -5.775545 -0.19 0.12 0.21
H 1.475761 -1.084523 -5.469522 0.27 -0.60 -0.22
H 1.061131 -2.796746 -5.154675 0.20 0.20 -0.06
H 3.566880 -3.995744 -3.732620 -0.12 0.15 0.11
H 1.966333 -4.201466 -2.967549 0.27 0.04 -0.02
H 3.362037 -3.630426 -1.991636 -0.15 -0.07 -0.34
H 4.687963 -1.442134 -4.236475 -0.07 -0.02 0.12
H 4.569398 -1.110117 -2.486468 -0.14 -0.12 -0.23
H 3.930438 0.056555 -3.658637 0.08 -0.29 -0.03
C 0.714048 1.456185 -2.321967 -1.56 0.96 0.46
C -0.165419 0.820415 -3.261109 0.62 1.42 -1.07
C 0.286382 0.748542 -4.609986 -0.75 1.06 0.94
C 1.437143 1.409095 -4.996975 -0.13 -0.13 -0.49
C 2.307727 1.962525 -4.057533 0.42 0.49 -0.04
C 1.985339 1.971443 -2.708005 -0.68 -0.74 0.52
Se 0.019212 1.335469 -0.474637 0.15 0.10 0.89
H -0.998079 0.298729 -0.790431 -0.14 0.55 -0.23
H -1.218050 0.670026 -3.045366 -0.09 -0.07 0.03
H -0.463153 0.507356 -5.334018 -0.11 -0.74 -0.70
H 1.604889 1.563784 -6.062488 0.19 -0.19 0.14
H 3.217746 2.457289 -4.407913 -0.18 -0.14 0.18
H 2.673529 2.339519 -1.951194 -0.16 0.19 -0.23
O -1.226195 0.447718 1.688839 0.76 -0.15 -1.80
As -1.600201 1.257707 3.111553 -0.70 -0.35 0.47
C -1.386360 3.150286 2.798246 0.08 -0.08 -0.17
C -2.519670 3.964628 2.788152 0.12 0.12 0.26
C -2.381518 5.333854 2.537034 0.36 -0.08 -0.21
C -1.119931 5.872299 2.240773 -0.36 -0.32 0.10
C 0.001205 5.040866 2.201301 0.15 -0.33 -0.22
C -0.125399 3.670369 2.460111 -0.35 0.27 0.13
C -3.403794 0.730007 3.559302 -0.11 0.27 0.24
C -4.120467 -0.148673 2.737270 -0.14 0.12 0.26
C -5.403861 -0.563591 3.127110 0.35 0.21 0.02
C -5.968752 -0.087929 4.320332 0.37 -0.11 -0.29
C -5.240493 0.788613 5.133042 0.12 0.05 -0.15
C -3.950828 1.196936 4.762609 -0.40 -0.29 -0.18
C -0.465087 0.516003 4.484251 0.36 0.56 -0.12
C -0.551738 -0.848874 4.780779 0.35 0.22 0.24
C 0.272994 -1.383364 5.777334 -0.24 0.13 -0.43
C 1.178770 -0.567977 6.453012 0.20 0.34 0.01
C 1.283000 0.789025 6.129960 -0.20 0.11 -0.34
C 0.460163 1.340944 5.131140 0.19 -0.43 0.36
H -3.495482 3.524127 2.999319 0.19 0.26 0.00
H -3.256560 5.977619 2.551500 0.14 -0.11 0.01
H -1.018106 6.935069 2.022014 -0.03 -0.27 0.14
H 0.981630 5.452915 1.944973 -0.36 -0.10 0.16
H 0.744839 3.013684 2.421660 -0.05 0.18 0.12
H -3.663992 -0.493594 1.807028 -0.23 0.06 0.26
H -5.956382 -1.256330 2.489903 0.11 0.23 0.24
H -6.970082 -0.424589 4.604496 0.40 0.22 -0.03
H -5.682067 1.165376 6.055295 0.15 -0.12 -0.22
H -3.383558 1.870256 5.405388 -0.16 -0.13 -0.07
H -1.248494 -1.476730 4.237453 -0.11 -0.05 0.15
H 0.204514 -2.439349 6.015261 -0.01 0.11 0.04
H 1.823426 -0.988410 7.229980 -0.29 0.15 -0.26
H 2.001109 1.432161 6.639558 -0.21 -0.24 -0.07
H 0.539911 2.395761 4.862725 -0.04 -0.24 0.24
```
Positions in Å, forces in eV/Å.

Its largest force on an atom is 3.79 eV/Å. As for the expectation value of S²: 2.0277. Its charge is +4. For the total energy, the calculation gives -7166.81583 Ha. Its multiplicity is 3. Its HOMO-LUMO gap (spin up / spin down) is 2.12 / 2.63 eV. The energy above the lowest of the compared OMol25 structures with the same formula, charge and spin comes out at 17.1 kcal/mol.

---

Entry 2:
The following is a DFT calculation (the ωB97M-V functional and the def2-TZVPD basis) of a structure of composition C35H52AsP3PtS.

The geometry in XYZ format:
```
93
Properties=species:S:1:pos:R:3:forces:R:3
Pt -0.749782 0.191889 -2.285748 2.02 -0.98 1.58
P -1.638459 2.066798 -1.180981 -1.95 1.74 0.03
P -1.787542 -1.666229 -0.404055 1.02 0.52 1.46
P 1.643975 1.115709 -2.196109 1.19 1.09 -0.17
H 1.035797 -3.671308 -1.892640 -0.40 -0.86 0.27
C 1.888768 -3.094250 -1.626080 -0.01 0.47 -0.45
C 2.242626 -2.730211 -0.413624 -0.30 0.49 0.54
H 1.736699 -3.077080 0.472538 -0.17 -0.17 0.21
C -2.904445 2.404770 -2.476600 0.08 -0.01 -0.05
C -2.633703 1.945603 0.369859 0.18 -0.48 0.32
C -0.741297 3.640653 -0.845830 0.68 -0.09 -0.03
C -1.436047 -3.421384 -0.435999 0.40 0.11 -0.78
C -1.640397 -1.205654 1.347727 -0.25 0.59 -0.17
C -3.427959 -1.325448 -1.087322 0.05 0.37 -0.70
C 3.194998 0.260811 -2.641830 0.18 -1.04 -0.59
C 2.449264 2.055519 -0.833162 -0.37 0.18 0.90
C 1.514611 2.432103 -3.471474 0.65 0.16 -0.05
H 2.439245 -2.772200 -2.478744 0.51 0.35 -0.51
H 3.013645 -1.995433 -0.225428 0.38 -0.39 -0.21
H -3.590870 3.237330 -2.241533 0.39 -0.29 0.05
H -3.493182 1.482861 -2.609002 0.07 0.33 0.04
H -2.396867 2.600371 -3.432605 -0.19 0.07 0.25
H -3.390331 2.734580 0.511030 0.38 -0.01 -0.58
H -1.973859 2.004711 1.244228 0.01 -0.06 -0.20
H -3.165245 0.994862 0.421123 0.03 0.17 0.07
H -1.376249 4.541955 -0.782411 -0.25 -0.67 -0.21
H 0.014188 3.834615 -1.611332 -0.12 0.00 0.03
H -0.226109 3.570961 0.125220 -0.15 -0.19 -0.28
H -2.301175 -3.996224 -0.084860 0.10 0.16 -0.08
H -0.561951 -3.594365 0.193724 -0.12 -0.06 0.02
H -1.166698 -3.689354 -1.462495 -0.26 -0.31 0.15
H -2.556649 -1.469188 1.874595 -0.08 -0.04 0.09
H -1.439279 -0.130076 1.486452 -0.16 -0.53 -0.12
H -0.812312 -1.762226 1.780379 0.10 -0.10 0.00
H -4.095054 -2.146553 -0.810867 0.12 -0.09 0.07
H -3.380042 -1.263497 -2.184097 -0.06 -0.24 0.22
H -3.863266 -0.387343 -0.737246 0.19 -0.19 0.10
H 3.898656 0.985444 -3.092204 -0.53 -0.14 0.09
H 3.041047 -0.573897 -3.349162 0.13 0.40 0.27
H 3.702684 -0.120589 -1.743615 -0.39 -0.02 -0.18
H 3.429022 2.428247 -1.183892 -0.46 -0.26 -0.17
H 2.652063 1.409556 0.034634 -0.11 0.15 -0.31
H 1.877389 2.927196 -0.493477 0.02 -0.28 -0.12
H 2.112989 2.127167 -4.341358 -0.16 0.14 0.19
H 1.935638 3.361421 -3.063326 0.04 -0.27 -0.14
H 0.520959 2.643016 -3.827365 -0.34 0.07 0.02
C 0.155525 -0.629994 -5.672157 -0.54 -0.82 0.22
C -0.024488 -0.216229 -7.023622 0.63 -0.02 -0.80
C 0.710844 -0.805860 -8.046363 -0.69 0.36 0.83
C 1.585730 -1.846063 -7.715902 0.54 -0.07 -0.90
C 1.693598 -2.352185 -6.413701 -0.64 0.16 1.53
C 0.861044 -1.839389 -5.413206 0.87 0.06 -0.21
S -0.592452 0.454420 -4.564456 -0.55 0.16 -1.33
H -0.362876 -0.931052 -0.786051 -1.48 -0.35 -0.44
H -0.723167 0.581231 -7.208275 -0.01 0.27 -0.24
H 0.602798 -0.462892 -9.071138 0.00 -0.10 0.17
H 2.181414 -2.300451 -8.517648 -0.18 0.19 0.39
H 2.437079 -3.116045 -6.160989 -0.59 0.02 -0.30
H 0.745836 -2.305783 -4.434046 0.48 0.17 -0.17
C 2.084293 5.513668 4.939112 0.04 0.28 -0.18
C 2.321867 5.351137 3.560490 0.10 -0.57 -0.84
C 2.028839 4.138263 2.935780 0.46 1.66 0.17
C 1.506665 3.085795 3.695048 -0.54 -1.42 -0.79
C 1.245648 3.235114 5.062796 -0.21 1.14 0.91
C 1.531906 4.458182 5.675173 -0.38 -1.17 0.36
As 1.129825 1.405254 2.714984 1.32 0.05 2.27
C 2.980210 0.708389 2.820379 0.19 -0.46 -1.17
C 3.329591 -0.288813 1.883729 0.18 0.31 0.18
C 4.637309 -0.785133 1.837974 -0.35 -0.05 -0.01
C 5.593755 -0.310939 2.745269 -0.48 0.11 -0.05
C 5.231377 0.638531 3.705266 -0.15 -0.21 -0.22
C 3.935182 1.153848 3.737939 -0.29 0.29 -0.06
C 0.378185 0.275541 4.125152 -0.77 0.12 -0.25
C 0.973635 -0.928028 4.516992 0.01 -0.12 0.03
C 0.361960 -1.737944 5.476617 -0.27 0.11 0.03
C -0.870130 -1.362720 6.036888 0.12 0.24 -0.20
C -1.476717 -0.160000 5.637488 0.01 -0.02 0.04
C -0.866783 0.645605 4.670098 0.00 -0.29 0.13
H 2.323388 6.466028 5.429103 -0.15 -0.43 -0.23
H 2.731806 6.177716 2.981982 -0.04 -0.21 0.16
H 2.218473 4.010428 1.871479 -0.03 0.07 0.19
H 0.834579 2.410288 5.636199 0.06 0.16 -0.03
H 1.319312 4.587245 6.738628 0.19 -0.06 -0.31
H 2.565671 -0.677724 1.198862 0.31 0.22 0.25
H 4.896928 -1.550776 1.092632 -0.02 0.35 0.47
H 6.606312 -0.690197 2.700275 -0.02 0.03 0.07
H 5.957554 0.985127 4.431566 -0.03 -0.03 -0.07
H 3.649357 1.908420 4.472163 0.29 -0.24 -0.12
H 1.924016 -1.225031 4.082173 -0.10 -0.01 0.17
H 0.840582 -2.666946 5.795023 -0.12 0.33 -0.12
H -1.357891 -2.003593 6.780155 0.24 0.31 -0.31
H -2.427905 0.149623 6.087863 0.43 -0.16 -0.23
H -1.349178 1.571697 4.349644 0.04 -0.19 0.13
```
Positions in Å, forces in eV/Å.

Its largest force on an atom is 2.75 eV/Å. As for the expectation value of S²: 6.0467. Its charge is +4. For the total energy, the calculation gives -5140.60634 Ha. Its multiplicity is 5. Its HOMO-LUMO gap (spin up / spin down) is 7.64 / 4.24 eV. The energy above the lowest of the compared OMol25 structures with the same formula, charge and spin comes out at 0.0 kcal/mol.

---

> total energy of number 2 (C35H52AsP3PtS)?

-5140.60634 Ha

---

> Look up the charge of the second one.

+4

---

> What is the charge in the second record?

+4

---

> The highest largest force on an atom belongs to which entry?

C35H52AsOP3SeW